Entry 1:
The following is a DFT calculation (ωB97M-V/def2-TZVPD) of a cluster of 3 separate species, C17H29N3O4 in total.

Calculated values
E_tot = -1130.38991 Eh
SMILES = CO[C@H](CN)CC(=O)c1ccccc1.CNC(C)=O.CNC(C)=O
Total charge = 0
LUMO energy = 0.7032 eV
Kohn-Sham gap = 9.61 eV
Energy above the lowest of the compared OMol25 structures with the same formula, charge and spin = 69.1 kcal/mol

Positions of all 53 atoms, in Å:
C 1.3240 -3.8677 -0.4898
O 0.6364 -3.6048 -1.6921
C 0.8331 -2.3257 -2.2650
C 1.9854 -1.4706 -1.7077
N 1.6352 -0.7577 -0.4562
C -0.4421 -1.4497 -2.2882
C -1.5696 -1.8923 -1.3853
O -1.4632 -2.4441 -0.3132
C -2.9755 -1.5411 -1.8639
C -3.3743 -0.2408 -1.6719
C -4.6208 0.1453 -2.1145
C -5.4074 -0.7888 -2.7327
C -5.0194 -2.0837 -2.9208
C -3.7723 -2.4710 -2.4788
H 1.0440 -3.1604 0.2963
H 0.9913 -4.8473 -0.1368
H 2.4108 -3.9418 -0.6070
H 1.0926 -2.5091 -3.3159
H 2.9397 -1.9959 -1.6414
H 2.1523 -0.6910 -2.4629
H 2.3262 -0.9795 0.2479
H 1.6226 0.2408 -0.6060
H -0.2521 -0.3969 -2.0540
H -0.8417 -1.4418 -3.3077
H -2.6935 0.4625 -1.2011
H -4.9053 1.1812 -1.9804
H -6.3851 -0.4830 -3.0962
H -5.6339 -2.8143 -3.4314
H -3.3678 -3.4698 -2.6021
C -1.7692 -0.5910 2.7174
N -1.5610 0.2135 1.5305
C -1.0198 1.4449 1.4325
C -0.5501 2.1124 2.6974
O -0.9163 1.9897 0.3356
H -1.2236 -1.5296 2.6105
H -2.8325 -0.8161 2.8165
H -1.4284 -0.0785 3.6109
H -1.8426 -0.1729 0.6451
H -0.1403 3.0867 2.4473
H -1.3790 2.2545 3.3927
H 0.2333 1.5152 3.1652
C 5.1424 3.9828 2.4752
N 4.4229 2.7227 2.4701
C 3.2451 2.4302 1.8566
C 2.5705 3.5302 1.0720
O 2.7615 1.3125 1.9457
H 6.1355 3.8331 2.0481
H 5.2537 4.3307 3.5036
H 4.6203 4.7397 1.9003
H 4.8174 1.9448 2.9751
H 1.6469 3.1445 0.6450
H 2.3281 4.3699 1.7251
H 3.2158 3.8688 0.2601

***

Entry 2:
The following is a DFT calculation (ωB97M-V/def2-TZVPD) of a cluster of 2 separate species, C17H29N4O2P2 in total.

Calculated values
E_tot = -1717.08360 Eh
Total charge = +1
LUMO energy = -3.0491 eV
Kohn-Sham gap = 7.04 eV
Energy above the lowest of the compared OMol25 structures with the same formula, charge and spin = 58.1 kcal/mol

Positions of all 54 atoms, in Å:
N 6.1647 0.4855 -1.4275
P 6.1636 -0.5045 -2.6932
C 4.4556 -1.2372 -2.8080
C 4.3223 -2.7075 -3.1786
C 2.9642 -3.2405 -3.2117
P 2.7899 -5.0830 -3.6216
O 4.3645 -5.6366 -3.9901
O 2.4023 -5.8637 -2.1577
C 1.7461 -2.3966 -2.9361
N 0.5137 -3.0290 -3.0017
C -0.5126 -2.1958 -2.6972
C -0.3215 -0.7565 -2.3780
N 0.8609 -0.0923 -2.3065
C 1.8950 -0.9761 -2.5789
C 3.2973 -0.4259 -2.5199
H 6.8581 0.1247 -0.7613
H 6.5402 0.1773 -3.8955
H 7.1135 -1.5372 -2.3824
H 5.2143 -3.3406 -3.4062
H 4.5253 -6.3593 -3.3448
H 2.7429 -5.2737 -1.4505
H -1.5442 -2.6336 -2.7058
H -1.2495 -0.1525 -2.1747
H 3.4917 0.6443 -2.2364
C -3.3712 -0.6434 0.1377
C -2.0848 -0.5410 0.9587
C -2.2734 0.0613 2.3519
N -2.0842 1.5826 2.4500
C -2.5638 1.9823 3.8483
C -2.6230 3.4874 4.0451
C -3.4802 4.1527 2.9814
C -2.9647 3.8017 1.5964
C -2.9022 2.2965 1.3906
C -0.6144 1.8980 2.3103
H -3.7472 0.3270 -0.1832
H -3.1886 -1.2275 -0.7665
H -4.1598 -1.1437 0.7037
H -1.3157 -0.0241 0.3811
H -1.7235 -1.5637 1.0968
H -1.5449 -0.3682 3.0422
H -3.2708 -0.1660 2.7334
H -3.5618 1.5567 3.9741
H -1.8897 1.5155 4.5686
H -3.0415 3.7005 5.0317
H -1.6180 3.9190 4.0401
H -3.4787 5.2354 3.1181
H -4.5191 3.8194 3.0816
H -1.9820 4.2544 1.4353
H -3.6261 4.2327 0.8410
H -2.4517 2.0762 0.4223
H -3.9090 1.8766 1.4364
H -0.2724 1.5691 1.3313
H -0.0745 1.3738 3.0980
H -0.4615 2.9693 2.4082

***

Entry 3:
The following is a DFT calculation (ωB97M-V/def2-TZVPD) of a structure of composition C17H29N4ORuS2.

Calculated values
E_tot = -1850.23943 Eh
Total charge = +2
LUMO energy (spin up / spin down) = -5.5394 / -6.9929 eV
Kohn-Sham gap (spin up / spin down) = 8.40 / 7.05 eV
Spin multiplicity = 2
Energy above the lowest of the compared OMol25 structures with the same formula, charge and spin = 0.0 kcal/mol

Positions of all 54 atoms, in Å:
Ru -0.0067 0.4014 -0.9652
N 0.4846 0.6814 -3.0189
C -0.5279 1.5319 -3.7033
C -1.9005 1.2603 -3.0979
N -1.8481 1.2685 -1.6088
C -2.0459 2.5942 -0.9617
C -0.7708 3.4190 -0.9614
N 0.3260 2.5965 -0.3983
H 1.4244 1.0166 -3.2155
H 0.4513 -0.2682 -3.3867
H -0.5384 1.3295 -4.7742
H -0.2320 2.5701 -3.5794
H -2.2274 0.2645 -3.4022
H -2.6393 1.9738 -3.4667
H -2.5870 0.6626 -1.2639
H -2.3356 2.3893 0.0702
H -2.8625 3.1406 -1.4373
H -0.9316 4.3315 -0.3854
H -0.4920 3.7266 -1.9661
H 0.1788 2.4941 0.6064
H 1.2252 3.0537 -0.5082
S 0.4816 -3.9895 -1.5182
C -0.9377 -3.5741 -2.3708
C -1.2554 -2.2512 -2.2558
C -0.3334 -1.5239 -1.4441
C 0.6707 -2.3698 -0.9999
C 1.7928 -1.8132 -0.2665
C 2.7528 -2.5353 0.4369
C 3.7202 -1.8560 1.1496
C 3.7164 -0.4637 1.1466
C 2.7435 0.1887 0.4225
N 1.8008 -0.4585 -0.2780
H -1.4769 -4.3336 -2.9154
H -2.1509 -1.8538 -2.7183
H 2.7255 -3.6166 0.4240
H 4.4718 -2.4008 1.7048
H 4.4587 0.1047 1.6877
H 2.7246 1.2700 0.3638
C 0.4466 1.8132 3.4475
C -0.4078 0.5577 3.5370
S -0.1451 -0.5311 2.1399
O -0.7679 0.2594 0.9526
C -1.3536 -1.8246 2.4928
C -0.6907 -2.9927 3.2116
H 0.5699 2.2435 4.4397
H -0.0296 2.5725 2.8258
H 1.4438 1.5998 3.0570
H -1.4757 0.7741 3.5845
H -0.1388 -0.0575 4.4004
H -1.7306 -2.1046 1.5082
H -2.1673 -1.3849 3.0694
H 0.0497 -3.4781 2.5767
H -1.4492 -3.7273 3.4763
H -0.2034 -2.6805 4.1360

***

Entry 4:
The following is a DFT calculation (ωB97M-V/def2-TZVPD) of an isolated molecule of C17H29N5O7.

Calculated values
E_tot = -1465.67044 Eh
SMILES = COCCOCC(=O)NC[C@@]1(OC)CCN(C(=O)CCCn2c(O)nnc2O)C1
Total charge = 0
LUMO energy = 0.6083 eV
Kohn-Sham gap = 9.53 eV
Energy above the lowest of the compared OMol25 structures with the same formula, charge and spin = 4.8 kcal/mol

Positions of all 58 atoms, in Å:
C -0.1249 4.0723 2.5875
O 1.0445 3.3376 2.3112
C 0.9891 2.7176 1.0507
C 2.1903 1.8310 0.8644
O 2.1887 0.8182 1.8757
C 3.1366 -0.2365 1.6776
C 3.2242 -0.6477 0.2065
O 4.1681 -0.3557 -0.5077
N 2.1155 -1.3039 -0.1811
C 1.7462 -1.5917 -1.5408
C 0.9552 -0.4622 -2.2288
O 1.7642 0.6595 -2.5292
C 2.8706 0.4265 -3.3876
C 0.1935 -1.0503 -3.4265
C -1.0558 -1.6568 -2.7894
N -1.3102 -0.7742 -1.6509
C -2.4971 -0.8069 -1.0072
O -3.3291 -1.6684 -1.2559
C -2.8107 0.3484 -0.0561
C -3.8323 -0.0267 1.0184
C -3.1820 -0.3998 2.3510
N -2.0520 -1.3012 2.1701
C -0.7283 -0.9660 2.1570
O -0.3371 0.2149 2.6151
N -0.0022 -1.9164 1.6572
N -0.8748 -2.9529 1.2902
C -2.0573 -2.5469 1.6052
O -3.2192 -3.1868 1.4667
C -0.1784 0.0915 -1.3585
H -0.0080 4.5162 3.5733
H -0.2798 4.8694 1.8504
H -1.0069 3.4201 2.5898
H 0.0652 2.1288 0.9615
H 0.9844 3.4642 0.2440
H 2.1520 1.3978 -0.1383
H 3.1109 2.4165 0.9509
H 4.1272 0.0962 1.9936
H 2.8063 -1.0678 2.3001
H 1.4398 -1.5630 0.5422
H 2.6360 -1.8142 -2.1306
H 1.1295 -2.4919 -1.5280
H 3.2195 1.4063 -3.7063
H 3.6817 -0.0806 -2.8632
H 2.5746 -0.1433 -4.2740
H -0.0740 -0.2360 -4.1031
H 0.7703 -1.7896 -3.9827
H -1.9184 -1.6652 -3.4543
H -0.8988 -2.6850 -2.4533
H -1.9052 0.7724 0.3822
H -3.2205 1.1261 -0.7078
H -4.5109 0.8058 1.2085
H -4.4290 -0.8576 0.6429
H -2.7786 0.4813 2.8485
H -3.9026 -0.8660 3.0216
H 0.6233 0.3653 2.4110
H -3.1053 -3.8728 0.7962
H 0.0780 0.0723 -0.2991
H -0.3557 1.1282 -1.6607

***

Entry 5:
The following is a DFT calculation (ωB97M-V/def2-TZVPD) of a structure of composition C17H29N6O5ReS.

Calculated values
E_tot = -1846.05250 Eh
Total charge = +1
LUMO energy (spin up / spin down) = -4.4550 / -4.4402 eV
Kohn-Sham gap (spin up / spin down) = 6.69 / 6.81 eV
Spin multiplicity = 2

Positions of all 59 atoms, in Å:
Re -1.0258 -0.2873 -0.2255
C 0.1851 4.7989 2.5227
C 0.7705 4.4183 1.1676
N 1.4856 3.1643 1.2368
C 0.9004 1.9697 1.2179
S -0.8465 1.8725 0.8919
N 1.5666 0.8885 1.4785
N 0.9059 -0.2406 1.3234
C 1.0693 -1.2842 2.0598
C 2.0864 -1.3437 3.1492
C 0.0782 -2.3215 1.8535
C 0.2006 -3.5905 2.4223
C -0.8412 -4.4898 2.3250
C -2.0031 -4.0783 1.6845
C -2.0503 -2.8198 1.1197
N -1.0319 -1.9538 1.1613
H -0.2783 5.7771 2.4586
H 0.9641 4.8269 3.2788
H -0.5661 4.0694 2.8122
H 1.4626 5.1849 0.8151
H -0.0385 4.3117 0.4421
H 2.4469 3.1907 1.5480
H 2.2548 -0.3350 3.5201
H 3.0306 -1.7210 2.7594
H 1.7597 -1.9754 3.9678
H 1.1190 -3.8601 2.9196
H -0.7594 -5.4790 2.7430
H -2.8663 -4.7161 1.6049
H -2.9429 -2.5012 0.6022
N -3.0592 1.9820 -3.2180
C -2.6492 1.3829 -2.1056
O -1.4703 1.0270 -1.9742
C -3.6146 1.2118 -0.9657
C -3.1941 -0.0215 -0.1664
H -2.4066 2.1144 -3.9783
H -4.0276 2.2116 -3.3750
H -4.6465 1.1411 -1.3166
H -3.5280 2.1070 -0.3437
H -3.5858 -0.9002 -0.6807
H -3.6131 0.0343 0.8403
O -0.1292 -3.2286 -1.0177
N -0.7158 -2.7721 -1.9832
O -0.7392 -3.2591 -3.0749
O -1.3899 -1.6894 -1.7985
C 1.2904 1.9955 -2.1880
C 2.1823 0.8114 -1.8625
O 1.4272 -0.3028 -1.3985
C 2.2550 -1.4529 -1.2170
C 2.6588 -2.1177 -2.5343
H 1.9032 2.8205 -2.5441
H 0.7406 2.3146 -1.3061
H 0.5750 1.7164 -2.9559
H 2.9153 1.0844 -1.0852
H 2.7324 0.5225 -2.7659
H 1.6549 -2.1523 -0.6320
H 3.1427 -1.1702 -0.6312
H 1.8322 -2.0616 -3.2412
H 2.8842 -3.1661 -2.3576
H 3.5367 -1.6586 -2.9848